[1]
Molecular formula: C40H43N4O
Method: DFT, wB97M-V/def2-TZVPD

Geometry (Å):
C1 -5.346 0.712 2.215
N1 -4.744 -0.130 3.226
C2 -5.652 -0.604 4.251
C3 -3.378 -0.248 3.324
C4 -2.527 0.868 3.176
C5 -1.164 0.734 3.297
N2 -0.573 -0.505 3.492
C6 0.783 -0.684 3.729
C7 1.731 0.352 3.613
C8 3.212 0.050 3.663
C9 4.072 1.121 3.961
C10 5.449 0.935 4.008
C11 5.990 -0.317 3.690
C12 5.144 -1.392 3.390
C13 3.754 -1.211 3.373
O1 1.410 1.567 3.507
C14 -1.396 -1.617 3.529
C15 -2.759 -1.502 3.556
H1 -4.642 0.868 1.390
H2 -6.243 0.217 1.828
H3 -5.649 1.683 2.626
H4 -5.123 -1.192 5.009
H5 -6.149 0.247 4.740
H6 -6.442 -1.217 3.798
H7 -2.947 1.865 3.034
H8 -0.506 1.592 3.241
H9 1.085 -1.705 3.976
H10 3.644 2.104 4.166
H11 6.085 1.778 4.288
H12 7.074 -0.440 3.671
H13 5.573 -2.373 3.169
H14 3.073 -2.026 3.131
H15 -0.880 -2.573 3.600
H16 -3.357 -2.395 3.723
C16 9.514 1.598 7.988
N3 8.616 0.463 8.004
C17 9.299 -0.800 8.166
C18 7.264 0.578 7.887
C19 6.411 -0.546 8.072
C20 5.043 -0.431 7.908
C21 4.448 0.823 7.604
C22 3.030 0.973 7.347
C23 2.256 -0.133 6.915
C24 0.878 -0.173 6.962
C25 0.072 -1.364 6.878
C26 -1.343 -1.239 6.855
C27 -2.152 -2.363 6.778
C28 -1.579 -3.640 6.706
C29 -0.186 -3.783 6.741
C30 0.640 -2.662 6.833
C31 2.391 2.280 7.520
C32 1.521 2.795 6.543
C33 1.059 4.097 6.621
C34 1.252 4.858 7.798
N4 0.746 6.125 7.878
C35 0.463 6.781 9.140
C36 0.256 6.808 6.696
C37 1.999 4.285 8.864
C38 2.644 3.077 8.665
C39 5.302 1.951 7.495
C40 6.673 1.832 7.581
H17 9.038 2.507 8.367
H18 10.372 1.347 8.621
H19 9.903 1.788 6.976
H20 8.695 -1.637 7.812
H21 10.232 -0.756 7.591
H22 9.577 -0.963 9.217
H23 6.840 -1.504 8.360
H24 4.413 -1.308 8.069
H25 2.795 -1.022 6.584
H26 0.335 0.751 7.162
H27 -1.777 -0.237 6.878
H28 -3.237 -2.242 6.756
H29 -2.221 -4.516 6.615
H30 0.259 -4.780 6.691
H31 1.727 -2.781 6.873
H32 1.255 2.191 5.678
H33 0.520 4.522 5.777
H34 0.476 6.054 9.961
H35 1.187 7.582 9.360
H36 -0.532 7.248 9.085
H37 0.757 6.422 5.801
H38 -0.831 6.677 6.588
H39 0.466 7.880 6.776
H40 2.116 4.818 9.810
H41 3.343 2.713 9.416
H42 4.873 2.935 7.302
H43 7.297 2.705 7.396

Computed properties:
* charge: +1
* HOMO level: -8.83 eV
* relative energy (zero: lowest compared OMol25 entry of this formula, charge and spin): 1.176 eV
* gap between HOMO and LUMO: 4.8 eV

---

[2]
Molecular formula: C6H9Br4OP
Method: DFT, wB97M-V/def2-TZVPD

Geometry (Å):
C1 2.159 -0.299 0.033
C2 1.717 0.926 -0.716
C3 1.188 -0.655 1.128
C4 -0.470 -0.232 -0.695
C5 0.233 1.045 -0.955
C6 -0.060 -1.088 0.402
O1 -3.224 0.255 1.922
P1 -3.104 0.456 0.486
Br1 -0.523 2.474 0.371
Br2 0.140 -2.936 -0.229
Br3 -3.992 -1.308 -0.696
Br4 -4.347 2.199 -0.216
H1 2.284 -1.213 -0.574
H2 3.143 -0.237 0.422
H3 2.082 1.830 -0.232
H4 2.339 0.640 -1.666
H5 1.592 -1.435 1.843
H6 0.953 0.149 1.768
H7 -1.262 -0.595 -1.385
H8 -0.014 1.336 -2.004
H9 -0.836 -1.314 0.992

Computed properties:
* HOMO level (spin up / spin down): -8.83 / -9.29 eV
* relative energy (zero: lowest compared OMol25 entry of this formula, charge and spin): 1.625 eV
* gap between HOMO and LUMO (spin up / spin down): 5.9 / 7.5 eV

---

[3]
Molecular formula: C5H6O2
Method: DFT, wB97M-V/def2-TZVPD

Geometry (Å):
O1 -1.514 2.335 -0.358
C1 -1.030 1.532 0.704
C2 -0.058 0.508 0.185
C3 -0.050 -0.795 0.292
C4 0.132 -2.090 0.295
C5 2.486 -0.597 -1.388
O2 3.070 -1.560 -1.529
H1 -1.903 1.739 -1.011
H2 -1.848 1.078 1.279
H3 -0.500 2.225 1.365
H4 -0.281 -2.724 -0.485
H5 0.739 -2.572 1.059
H6 0.758 0.921 -0.407

Computed properties:
* HOMO level: -9.79 eV
* relative energy (zero: lowest compared OMol25 entry of this formula, charge and spin): 2.353 eV
* gap between HOMO and LUMO: 10.6 eV

---

[4]
Molecular formula: C21H29AlF5IN4O7
Method: DFT, wB97M-V/def2-TZVPD

Geometry (Å):
C1 5.584 -1.577 2.216
C2 4.632 -1.438 0.910
N1 3.842 -0.137 0.899
C3 2.614 -0.394 0.094
C4 1.491 0.766 0.205
C5 0.046 0.177 0.653
C6 -0.425 0.341 2.125
C7 0.547 1.078 3.145
O1 0.709 2.322 2.980
O2 1.216 0.463 4.252
N2 1.322 1.465 5.208
C8 -1.864 -0.210 2.503
C9 -2.320 -0.008 4.020
C10 -3.186 -1.209 4.630
O3 -4.353 -0.926 5.030
I1 -2.538 -3.267 4.864
C11 -2.690 -0.869 1.382
F1 -4.006 -1.325 1.721
N3 -2.226 -1.061 0.005
C12 -3.145 -1.730 -0.962
O4 -3.598 -3.038 -0.555
C13 -2.590 -4.036 -0.736
C14 -2.434 -5.099 0.481
O5 -1.865 -4.179 -1.747
C15 -0.902 -0.564 -0.376
C16 -0.308 -0.727 -1.864
C17 -0.779 0.587 -2.700
O6 -0.970 0.537 -3.955
N4 -1.036 1.859 -1.975
C18 -0.707 3.040 -2.869
C19 -2.530 1.979 -1.734
C20 4.719 0.891 0.293
C21 5.081 1.034 -1.259
O7 5.273 1.720 1.086
H1 6.653 -1.735 1.840
H2 5.267 -2.521 2.807
H3 5.460 -0.698 2.932
H4 5.215 -1.543 -0.085
H5 3.926 -2.356 0.945
H6 2.082 -1.382 0.385
H7 2.854 -0.519 -1.037
H8 1.315 1.171 -0.867
H9 1.804 1.672 0.829
H10 0.393 1.728 5.573
H11 1.891 1.148 6.005
H12 -1.406 0.126 4.722
H13 -2.899 0.992 4.102
H14 -4.089 -1.062 -1.032
H15 -2.743 -1.817 -2.027
H16 -2.530 -6.186 0.110
H17 -1.458 -4.923 1.073
H18 -3.285 -4.965 1.256
H19 -0.690 -1.704 -2.344
H20 0.834 -0.776 -1.898
H21 0.340 2.938 -3.354
H22 -1.444 3.077 -3.756
H23 -0.724 4.011 -2.265
H24 -3.021 1.060 -2.218
H25 -2.966 2.944 -2.201
H26 -2.801 2.034 -0.612
H27 4.943 0.016 -1.762
H28 6.151 1.439 -1.420
H29 4.319 1.767 -1.720
F2 -1.587 4.662 -6.498
Al1 -3.206 3.937 -6.414
F3 -4.428 5.166 -6.792
F4 -3.484 3.309 -4.769
F5 -3.321 2.605 -7.581

Computed properties:
* HOMO level: -9.97 eV
* gap between HOMO and LUMO: 6.4 eV

---

[5]
Molecular formula: C3H3FOS2
Method: DFT, wB97M-V/def2-TZVPD

Geometry (Å):
C1 -0.849 -0.550 0.019
C2 0.032 0.651 0.006
C3 1.510 0.315 0.107
H1 -2.907 -1.393 -0.153
H2 1.778 -0.032 1.128
H3 2.118 1.215 -0.098
O1 -0.430 -1.625 0.270
F1 1.890 -0.584 -0.788
S1 -2.543 -0.125 -0.370
S2 -0.598 2.128 -0.122

Computed properties:
* HOMO level: -9.46 eV
* relative energy (zero: lowest compared OMol25 entry of this formula, charge and spin): 0.985 eV
* structure (SMILES): O=C(S)C(=S)CF
* gap between HOMO and LUMO: 7.7 eV

---

[6]
Molecular formula: Br3O2P
Method: DFT, wB97M-V/def2-TZVPD

Geometry (Å):
O1 -2.077 0.069 1.077
O2 0.701 -0.015 -1.450
P1 1.192 -0.073 -0.093
Br1 1.505 1.939 0.771
Br2 3.133 -1.118 0.040
Br3 -0.768 -0.881 1.345

Computed properties:
* HOMO level (spin up / spin down): -9.86 / -9.86 eV
* relative energy (zero: lowest compared OMol25 entry of this formula, charge and spin): 3.176 eV
* gap between HOMO and LUMO (spin up / spin down): 7.1 / 7.1 eV

---

[7]
Molecular formula: C35H36Cl2KN3O4P2S
Method: DFT, wB97M-V/def2-TZVPD

Geometry (Å):
K1 0.007 0.319 0.110
C1 3.814 -1.734 1.045
C2 3.665 -0.465 0.282
N1 2.522 0.114 -0.031
C3 2.865 1.267 -0.727
C4 4.220 1.357 -0.827
N2 4.710 0.255 -0.176
C5 5.204 2.292 -1.442
O1 4.727 3.242 -2.214
O2 6.384 2.105 -1.229
C6 1.858 2.291 -1.197
O3 2.290 3.128 -2.018
O4 0.705 2.223 -0.726
H1 2.825 -2.117 1.283
H2 4.360 -1.572 1.976
H3 4.337 -2.498 0.470
H4 5.699 0.080 -0.080
H5 3.704 3.162 -2.300
Cl1 -1.541 2.057 2.072
C7 -0.450 1.565 3.389
Cl2 0.317 -0.031 3.101
H6 -1.029 1.493 4.304
H7 0.341 2.304 3.463
C8 0.408 -3.717 -7.606
S1 2.118 -3.487 -7.102
C9 1.885 -3.066 -5.353
C10 2.127 -1.592 -5.053
C11 1.902 -1.186 -3.604
N3 0.541 -1.514 -3.093
P1 0.472 -2.249 -1.500
C12 -0.976 -3.360 -1.702
C13 -1.155 -4.167 -2.824
C14 -2.277 -4.968 -2.942
C15 -3.232 -4.982 -1.927
C16 -3.054 -4.197 -0.800
C17 -1.931 -3.382 -0.697
C18 1.740 -3.582 -1.283
C19 2.864 -3.941 -2.018
C20 3.710 -4.960 -1.583
C21 3.457 -5.634 -0.404
C22 2.336 -5.289 0.344
C23 1.500 -4.281 -0.092
P2 -0.265 0.085 -3.046
C24 -0.639 0.379 -4.799
C25 -0.270 1.622 -5.295
C26 -0.567 1.966 -6.611
C27 -1.232 1.068 -7.428
C28 -1.600 -0.181 -6.934
C29 -1.301 -0.527 -5.628
C30 -1.986 -0.102 -2.396
C31 -2.929 -1.089 -2.683
C32 -4.237 -0.955 -2.253
C33 -4.631 0.179 -1.548
C34 -3.715 1.182 -1.279
C35 -2.395 1.043 -1.694
H8 0.413 -3.940 -8.672
H9 -0.178 -2.815 -7.451
H10 -0.057 -4.552 -7.082
H11 2.554 -3.709 -4.779
H12 0.870 -3.343 -5.067
H13 1.496 -0.991 -5.714
H14 3.158 -1.327 -5.305
H15 2.072 -0.106 -3.504
H16 2.649 -1.630 -2.952
H17 -0.413 -4.153 -3.613
H18 -2.410 -5.586 -3.820
H19 -4.108 -5.608 -2.019
H20 -3.793 -4.200 -0.012
H21 -1.819 -2.738 0.170
H22 3.106 -3.456 -2.947
H23 4.571 -5.221 -2.183
H24 4.117 -6.421 -0.068
H25 2.114 -5.804 1.269
H26 0.636 -4.031 0.514
H27 0.259 2.320 -4.656
H28 -0.271 2.934 -6.991
H29 -1.465 1.335 -8.449
H30 -2.125 -0.879 -7.574
H31 -1.580 -1.503 -5.246
H32 -2.640 -1.970 -3.242
H33 -4.953 -1.736 -2.471
H34 -5.657 0.279 -1.220
H35 -4.019 2.074 -0.747
H36 -1.674 1.841 -1.509

Computed properties:
* HOMO level: -8.01 eV
* relative energy (zero: lowest compared OMol25 entry of this formula, charge and spin): 1.454 eV
* gap between HOMO and LUMO: 8.0 eV

---

[8]
Molecular formula: C8H33MgN14O9
Method: DFT, wB97M-V/def2-TZVPD

Geometry (Å):
Mg1 -1.577 1.636 2.292
C1 -0.468 -0.788 0.675
O1 -1.227 0.377 0.775
H1 -0.627 -1.520 1.482
H2 -0.646 -1.301 -0.277
H3 0.596 -0.495 0.694
C2 2.603 -2.406 1.093
O2 3.679 -2.242 0.540
N1 1.580 -3.096 0.504
N2 2.387 -1.963 2.374
H4 0.662 -2.974 0.889
H5 1.745 -3.457 -0.418
H6 3.221 -1.557 2.760
H7 1.558 -2.134 2.908
C3 1.008 3.609 1.446
O3 -0.010 2.901 1.492
N3 0.984 4.956 1.566
N4 2.233 3.032 1.311
H8 1.810 5.495 1.385
H9 0.085 5.400 1.607
H10 2.296 2.098 0.928
H11 3.053 3.608 1.360
C4 -4.287 -1.695 -0.070
O4 -4.966 -2.388 -0.803
N5 -3.715 -0.497 -0.377
N6 -3.904 -2.188 1.182
H12 -2.959 -0.113 0.170
H13 -4.213 -0.003 -1.099
H14 -4.261 -3.094 1.417
H15 -3.236 -1.684 1.732
C5 -0.426 -3.362 -2.112
O5 0.032 -2.340 -2.585
N7 -1.448 -3.367 -1.192
N8 0.030 -4.628 -2.401
H16 -1.918 -2.496 -1.019
H17 -1.795 -4.195 -0.746
H18 -0.581 -5.396 -2.182
H19 0.617 -4.766 -3.205
C6 1.019 0.943 4.058
O6 -0.049 1.086 3.437
N9 1.951 0.027 3.647
N10 1.356 1.704 5.113
H20 1.682 -0.541 2.857
H21 2.899 0.351 3.746
H22 0.727 2.476 5.266
H23 2.211 1.700 5.639
C7 1.280 0.989 -3.560
O7 1.029 2.099 -3.097
N11 0.660 -0.148 -3.107
N12 2.049 0.803 -4.683
H24 -0.034 -0.109 -2.386
H25 1.030 -1.048 -3.358
H26 2.450 -0.106 -4.842
H27 2.642 1.580 -4.925
C8 -2.895 2.589 -1.798
O8 -3.769 2.525 -0.932
N13 -3.025 3.320 -2.968
N14 -1.676 2.012 -1.644
H28 -3.858 3.872 -3.074
H29 -2.738 2.811 -3.790
H30 -1.644 1.354 -0.876
H31 -0.885 2.129 -2.257
O9 3.174 0.580 -0.298
H32 3.992 0.070 -0.289
H33 2.507 -0.037 0.027

Computed properties:
* charge: +1
* HOMO level: -11.27 eV
* relative energy (zero: lowest compared OMol25 entry of this formula, charge and spin): 0.000 eV
* gap between HOMO and LUMO: 6.7 eV

---

[9]
Molecular formula: C6H15N2
Method: DFT, wB97M-V/def2-TZVPD

Geometry (Å):
C1 -1.845 1.814 -1.766
C2 -1.585 0.990 -0.481
C3 -1.627 -0.501 -0.587
C4 -0.331 -1.309 -0.848
C5 0.919 -0.998 -0.037
N1 0.538 -0.509 1.251
C6 1.719 -0.471 2.114
N2 2.924 0.203 1.418
H1 -1.370 2.811 -1.534
H2 -2.892 1.885 -1.919
H3 -1.494 1.480 -2.752
H4 -2.448 1.349 0.168
H5 -0.670 1.153 0.142
H6 -1.698 -0.806 0.445
H7 -2.511 -0.853 -1.068
H8 0.051 -1.407 -1.852
H9 -0.705 -2.505 -0.698
H10 1.699 -1.860 -0.068
H11 1.567 -0.323 -0.681
H12 2.014 -1.518 2.413
H13 1.409 -0.055 3.048
H14 2.674 1.233 1.260
H15 3.663 0.198 2.033

Computed properties:
* charge: +1
* HOMO level: -14.21 eV
* relative energy (zero: lowest compared OMol25 entry of this formula, charge and spin): 7.135 eV
* gap between HOMO and LUMO: 5.6 eV

---

[10]
Molecular formula: C2H2Br2FI
Method: DFT, wB97M-V/def2-TZVPD

Geometry (Å):
C1 -0.499 0.683 -0.513
C2 1.009 0.737 -0.028
F1 -0.550 1.465 -1.515
Br1 -1.649 1.380 0.944
Br2 1.655 2.557 0.227
I1 1.948 -0.548 -1.606
H1 -0.690 -0.432 -0.629
H2 1.168 0.250 0.984

Computed properties:
* HOMO level: -10.10 eV
* relative energy (zero: lowest compared OMol25 entry of this formula, charge and spin): 0.000 eV
* structure (SMILES): F[C@H](Br)[C@H](Br)I
* gap between HOMO and LUMO: 9.6 eV

---

[11]
Molecular formula: C28H43B2F4N2O7P2Pd
Method: DFT, wB97M-V/def2-TZVPD

Geometry (Å):
Pd1 -0.285 -1.258 -0.409
C1 1.644 -5.634 -0.537
C2 1.157 -4.468 -1.363
O1 1.394 -4.678 -2.737
P1 -0.633 -4.157 -1.131
O2 -0.694 -4.137 0.463
O3 -1.346 -5.520 -1.575
O4 -1.193 -3.001 -1.857
P2 1.885 -2.834 -0.887
O5 3.494 -3.120 -0.880
O6 1.520 -2.425 0.510
O7 1.536 -1.887 -1.993
H1 1.096 -6.532 -0.812
H2 1.479 -5.417 0.515
H3 2.708 -5.787 -0.714
H4 1.440 -3.792 -3.130
H5 -1.565 -4.017 0.860
H6 -2.289 -5.348 -1.637
H7 3.797 -2.847 -0.012
C3 3.108 0.793 -1.127
C4 3.758 1.022 0.234
C5 3.752 2.512 0.586
C6 3.158 0.182 1.343
C7 4.007 -0.695 2.007
C8 3.576 -1.461 3.071
C9 2.266 -1.364 3.494
C10 1.376 -0.521 2.846
C11 -0.072 -0.470 3.275
C12 -0.726 -1.822 2.993
C13 -0.228 -0.062 4.741
C14 1.823 0.244 1.760
N1 0.891 1.087 1.113
B1 -0.013 0.779 0.034
N2 -0.682 2.042 -0.172
C15 -0.256 2.950 0.790
C16 0.672 2.369 1.571
C17 -1.567 2.555 -1.146
C18 -1.119 3.595 -1.981
C19 -2.030 4.244 -2.799
C20 -3.362 3.870 -2.815
C21 -3.771 2.789 -2.062
C22 -2.888 2.110 -1.231
C23 -3.352 0.880 -0.498
C24 -3.707 -0.194 -1.530
C25 -4.508 1.171 0.458
C26 0.357 3.913 -2.075
C27 0.965 2.996 -3.143
C28 0.656 5.379 -2.391
H8 3.692 1.289 -1.901
H9 2.095 1.182 -1.143
H10 3.051 -0.267 -1.353
H11 4.810 0.718 0.148
H12 2.739 2.900 0.583
H13 4.334 3.065 -0.148
H14 4.184 2.677 1.572
H15 5.035 -0.780 1.678
H16 4.265 -2.135 3.562
H17 1.930 -1.965 4.326
H18 -0.591 0.274 2.665
H19 -0.362 -2.590 3.670
H20 -0.479 -2.118 1.968
H21 -1.805 -1.753 3.093
H22 0.241 -0.781 5.408
H23 -1.285 -0.004 4.988
H24 0.224 0.912 4.917
H25 -0.675 3.937 0.845
H26 1.181 2.765 2.430
H27 -1.699 5.054 -3.429
H28 -4.069 4.404 -3.436
H29 -4.800 2.465 -2.113
H30 -2.523 0.483 0.098
H31 -4.383 0.193 -2.289
H32 -4.180 -1.036 -1.041
H33 -2.791 -0.552 -2.006
H34 -5.388 1.527 -0.071
H35 -4.212 1.922 1.189
H36 -4.766 0.258 0.987
H37 0.836 3.678 -1.122
H38 0.555 3.235 -4.123
H39 0.742 1.954 -2.921
H40 2.045 3.125 -3.176
H41 0.402 5.623 -3.420
H42 1.718 5.569 -2.253
H43 0.095 6.038 -1.731
F1 -2.510 -2.066 0.497
B2 -3.505 -3.057 0.706
F2 -3.444 -3.983 -0.329
F3 -4.736 -2.478 0.769
F4 -3.197 -3.714 1.887

Computed properties:
* charge: -1
* HOMO level (spin up / spin down): -5.77 / -5.77 eV
* relative energy (zero: lowest compared OMol25 entry of this formula, charge and spin): 1.271 eV
* gap between HOMO and LUMO (spin up / spin down): 7.3 / 7.3 eV

---

[12]
Molecular formula: CH4NO3S
Method: DFT, wB97M-V/def2-TZVPD

Geometry (Å):
C1 0.933 -0.020 -0.184
N1 -0.686 -0.843 0.002
O1 -1.515 1.354 -0.419
O2 -3.104 -0.498 -0.469
O3 0.828 1.214 0.262
S1 -2.021 0.103 0.375
H1 1.189 -0.039 -1.267
H2 1.616 -0.724 0.450
H3 -0.651 -1.625 0.655
H4 -0.366 1.420 -0.202

Computed properties:
* charge: -1
* HOMO level: -4.23 eV
* relative energy (zero: lowest compared OMol25 entry of this formula, charge and spin): 1.450 eV
* gap between HOMO and LUMO: 8.2 eV